3 unconnected molecules or ions with the total composition C3H12N2O3. Source: the OMol25 dataset; level of theory: the ωB97M-V functional and the def2-TZVPD basis.

Output
**Relative energy (zero: lowest compared OMol25 entry of this formula, charge and spin)**: 1.9744 eV
**Max |F|**: 3.6 eV Å⁻¹
**E_HOMO**: -0.365 Ha
**LUMO energy**: 0.6191 eV
**Total charge**: 0
**Kohn-Sham gap**: 10.56 eV
**SMILES**: C[C@@H](N)C(N)=O.O.O

Last column: Löwdin charge in e.
Atoms and positions in Å:
C: 0.9146 -1.4590 0.2204  -0.08
C: 0.1263 -1.2478 -1.0545  -0.33
N: -1.2794 -1.6522 -1.2367  0.02
C: 0.0834 0.3768 -1.0195  -0.42
N: 0.1453 1.1261 -2.2786  0.15
O: 0.2089 0.9574 0.0250  0.02
H: 0.5396 -1.6927 1.1831  0.07
H: 1.6770 -0.6235 0.2686  0.11
H: 1.4744 -2.3864 0.2125  0.07
H: 0.6035 -1.5768 -2.0388  0.15
H: -2.0164 -1.0604 -0.8766  0.06
H: -1.4457 -2.5922 -0.8063  0.10
H: -0.0847 2.0892 -2.4284  0.08
H: -0.0524 0.5593 -3.0750  0.07
O: 1.1824 2.9565 2.5418  -0.03
H: 1.3920 2.9217 1.6598  -0.03
H: 1.0591 2.0083 2.7149  0.04
O: -1.3489 0.1691 2.2414  -0.07
H: -1.9670 0.8214 2.4940  0.01
H: -1.2121 0.3049 1.2531  0.03

---

A molecular structure, C15H10N3O2Pd. Source: the OMol25 dataset; level of theory: the ωB97M-V functional and the def2-TZVPD basis.

Output
**Relative energy (zero: lowest compared OMol25 entry of this formula, charge and spin)**: 0.0000 eV
**Max |F|**: 0.5 eV Å⁻¹
**E_HOMO**: -0.143 Ha
**LUMO energy**: 3.0925 eV
**Total charge**: -1
**Kohn-Sham gap**: 6.99 eV

Last column: Löwdin charge in e.
Atoms and positions in Å:
Pd: 1.9280 0.8692 0.9463  0.69
O: 1.8570 -0.9706 3.1673  -0.04
C: 1.5609 -2.1544 2.5282  -0.23
C: 2.2027 -3.2640 3.0666  -0.01
C: 1.9129 -4.5472 2.6400  -0.10
C: 0.9557 -4.7258 1.6521  -0.11
C: 0.3288 -3.6229 1.1087  -0.06
C: 0.6108 -2.3038 1.5005  -0.12
C: -0.1487 -1.2968 0.7496  -0.10
N: 0.1717 -0.0866 0.4887  -0.12
N: -0.6947 0.5713 -0.3477  0.03
C: -0.1571 1.6707 -0.8564  -0.51
O: 1.0191 2.0913 -0.7077  -0.14
C: -1.0757 2.4623 -1.7467  -0.14
C: -2.3848 2.0620 -2.0034  -0.04
C: -3.2030 2.8227 -2.8246  -0.10
C: -2.7233 3.9927 -3.4004  -0.12
C: -1.4193 4.3959 -3.1474  -0.10
C: -0.6009 3.6338 -2.3264  -0.03
H: 2.9301 -3.0818 3.8463  0.12
H: 2.4229 -5.3948 3.0796  0.10
H: 0.7011 -5.7195 1.3054  0.09
H: -0.4127 -3.7647 0.3309  0.10
H: -1.0524 -1.6616 0.2586  0.11
H: -2.7399 1.1493 -1.5454  0.10
H: -4.2204 2.5034 -3.0173  0.09
H: -3.3629 4.5866 -4.0424  0.09
H: -1.0391 5.3079 -3.5920  0.09
H: 0.4184 3.9268 -2.1130  0.11
N: 3.6225 0.5859 2.5420  0.02
C: 2.5922 -0.0372 2.4601  -0.67